Entry 1:
# C8H16N2

A cluster of 2 separate species, C8H16N2 in total (the ωB97M-V functional and the def2-TZVPD basis, the Open Molecules 2025 dataset).

```
26
Properties=species:S:1:pos:R:3:nbo_charge:R:1
C 2.72 -1.73 -0.71 -0.397
C -2.83 -1.01 -0.86 -0.639
H -2.07 -1.14 -1.52 0.211
H -2.87 -1.97 -0.39 0.211
H -2.43 2.17 0.65 0.216
C 1.64 0.40 0.14 0.026
C -1.69 -0.43 1.27 -0.430
H 0.28 3.17 -0.78 0.347
H 3.55 -1.37 -1.28 0.178
H 1.88 0.85 2.43 0.236
H -1.28 0.35 1.86 0.191
H -1.45 -1.52 1.54 0.207
H 3.33 0.40 1.55 0.211
N 1.73 -0.68 -0.77 -0.615
H 2.21 -0.90 1.70 0.209
H 1.45 -0.23 -1.60 0.379
H 3.15 -1.82 0.20 0.204
C -2.67 1.40 -0.23 -0.654
N 1.22 2.76 -0.67 -0.623
C 2.29 0.22 1.56 -0.630
C 1.22 1.63 -0.20 0.274
C -2.38 0.00 0.22 0.038
H 2.37 -2.63 -1.18 0.204
H -3.69 -0.79 -1.32 0.199
H -3.77 1.39 -0.49 0.225
H -1.93 1.49 -1.11 0.224
```

## Properties
- electronic energy (eV) = -11531.25863
- total charge = 0
- Kohn-Sham gap (eV) = 7.841
- F_max (eV/A) = 4.98
- LUMO (eV) = 0.80
- highest occupied orbital energy (hartree) = -0.259
- SMILES = CNC(C)=C=N.C=C(C)C

Entry 2:
# C43H55LiN7O3P

A structure of composition C43H55LiN7O3P (the ωB97M-V functional and the def2-TZVPD basis, the Open Molecules 2025 dataset).

```
110
Properties=species:S:1:pos:R:3:mulliken_charge:R:1
C -0.17 -1.20 4.20 -0.095
H 5.49 -0.25 -0.85 0.297
H 0.62 -4.46 1.36 0.303
H 0.21 2.60 2.55 -0.089
C 3.73 -0.35 0.45 0.773
H 3.52 -1.40 0.28 0.507
C -2.56 0.35 -1.60 -0.088
H -0.68 2.50 -2.18 -0.238
H 3.18 5.94 0.91 0.311
H -5.42 0.70 -6.17 0.358
C -4.16 5.98 1.04 -1.416
H 1.16 -3.85 -0.18 0.609
C 1.78 4.38 0.73 -0.772
H -5.06 5.42 0.62 0.272
N -2.48 0.02 0.58 1.152
H 2.08 -1.51 -3.45 0.256
C -1.32 3.68 1.67 1.284
C -3.45 0.28 -5.27 -0.613
H 4.68 2.37 -0.83 0.211
P 2.36 0.47 -0.57 1.049
N 1.08 -5.91 -0.11 0.082
H -0.33 -3.66 -2.10 0.213
H -0.47 3.88 3.57 0.492
C 0.21 -6.95 0.42 -0.661
N -0.36 -5.82 -2.10 0.061
H -2.04 3.40 -2.86 0.344
N -0.84 -4.42 -0.12 0.090
H -1.95 -4.34 -1.88 0.301
H -3.26 5.04 -1.47 0.170
H 5.78 -0.79 0.80 0.474
H 0.60 -7.91 0.11 0.326
H 3.44 -1.05 2.55 0.371
C 1.51 3.04 0.20 -0.464
C -0.84 3.39 0.32 -0.910
C 3.34 -0.13 1.93 -1.167
O 1.11 -0.75 4.42 0.084
H 3.78 -1.16 -3.81 0.328
H 3.94 0.74 -2.51 0.392
H 1.47 -1.86 6.19 0.375
C 0.59 -4.63 0.31 -1.090
H 1.98 2.21 -3.00 0.278
H -0.17 -2.63 5.66 0.371
C -2.18 -2.38 4.86 -0.935
N -1.17 -6.82 -0.09 0.049
H -4.06 -0.59 1.75 0.105
C -1.52 3.90 -0.80 1.335
H -1.77 -5.50 1.49 0.228
C -2.76 0.24 -4.10 -0.004
H 5.32 5.97 -0.55 0.326
O -1.30 0.50 -1.56 -0.687
C -4.71 0.71 -2.85 -0.135
C -2.21 -0.98 2.85 1.189
C 2.94 0.28 -2.40 0.515
H 5.84 4.37 -1.20 0.355
H -2.74 -2.92 5.69 0.191
C 2.00 1.15 -3.30 -1.323
H -2.67 -5.42 0.00 0.371
H -5.18 0.83 -1.87 0.390
H -1.35 2.37 3.43 0.367
O -0.08 0.00 2.17 0.513
H -2.73 4.72 2.80 0.218
N -3.22 0.00 -0.47 -1.127
C -2.33 4.56 1.80 -0.739
C -4.85 0.63 -5.25 -0.227
H -0.81 -7.85 -1.85 0.296
C -0.87 -4.49 -1.62 -0.569
H 4.04 0.61 2.34 0.310
H -3.88 -2.01 3.54 0.328
C -0.82 -2.18 4.97 -0.653
H 2.34 0.23 2.07 -0.082
C 5.18 -0.07 0.19 -1.861
C -2.97 -0.47 1.75 -1.751
C -2.66 4.68 -0.57 -1.007
H -4.29 6.12 2.11 0.356
H 5.51 0.92 0.49 0.368
H 1.40 -6.90 -1.93 0.328
N 0.22 2.51 0.13 1.102
C 1.74 -0.92 5.76 -0.967
H 3.36 -1.90 -2.26 0.346
H -1.73 0.01 -4.19 0.341
C -3.34 0.43 -2.84 0.276
C 2.62 2.23 -0.26 -0.205
H 2.49 1.20 -4.28 0.599
C -1.68 -5.53 0.38 -0.685
H 1.65 -5.09 -1.89 0.327
C -5.48 0.80 -4.00 -0.815
H -2.19 -6.72 -1.88 0.400
C 1.02 -5.95 -1.58 -0.642
C 3.01 4.92 0.58 -0.668
C -0.79 -0.68 2.98 0.307
H -0.43 4.25 -2.59 0.391
C 3.02 -1.14 -2.94 -1.469
C -0.69 3.08 2.87 -1.676
C -2.84 -1.83 3.78 -0.609
H -4.22 6.90 0.44 0.307
H 1.42 -0.18 6.48 0.331
H 0.21 -6.89 1.52 0.342
H -2.99 0.01 -6.26 0.276
H 1.05 5.09 1.15 0.235
Li -0.38 0.38 0.29 0.178
H 0.96 0.77 -3.45 -0.115
H 2.88 -0.94 5.61 0.195
C 4.06 4.24 0.02 0.289
H -6.55 1.07 -4.00 0.335
C 5.41 4.86 -0.34 -1.559
C -3.01 5.14 0.72 1.018
H 6.10 4.76 0.53 0.248
C -1.18 -6.86 -1.52 -0.711
C -1.13 3.48 -2.23 -1.156
C 3.84 2.91 -0.39 -0.135
```

## Properties
- electronic energy (eV) = -71549.93141
- total charge = -2
- Kohn-Sham gap (eV) = 4.759
- F_max (eV/A) = 5.88
- LUMO (eV) = 4.03
- highest occupied orbital energy (hartree) = -0.027

Entry 3:
# C63H38Cl4FN8O6Pb

A structure of composition C63H38Cl4FN8O6Pb (the ωB97M-V functional and the def2-TZVPD basis, the Open Molecules 2025 dataset).

```
121
Properties=species:S:1:pos:R:3:mulliken_charge:R:1
H -1.25 2.55 -4.90 0.608
H 0.35 -5.27 2.94 0.615
C -3.14 -0.19 1.78 -0.016
C -5.91 1.67 0.65 0.145
C -3.33 -1.87 3.26 -1.784
H -4.25 3.05 -0.73 0.549
H 4.31 0.26 -1.08 0.617
H 2.22 3.87 2.87 0.562
H -1.86 -2.33 5.11 0.650
H 1.35 -5.30 -5.80 0.465
C -0.63 -3.44 1.34 0.025
N 3.04 -0.23 -2.69 0.660
C 2.65 -6.01 -4.26 0.317
C -1.36 -3.28 5.06 -0.223
H 2.32 -3.08 4.87 0.488
C -0.44 -5.18 6.20 0.455
C -6.99 3.00 2.31 0.330
H -1.20 5.21 -0.43 0.443
H -7.92 2.39 0.49 0.432
H 1.35 -0.41 -6.35 0.344
Cl -8.37 3.87 2.87 -0.195
Cl 1.07 6.78 -5.30 -0.202
C 2.16 -1.36 -3.26 -0.626
O 3.72 -0.45 -7.09 -0.556
H -5.82 3.46 4.05 0.428
H 5.17 -0.14 -2.92 0.408
H -3.69 -2.61 3.95 0.829
H 2.00 5.66 -2.87 0.445
C -7.02 2.35 1.09 -1.042
C 0.08 2.90 -3.26 -0.488
C 3.05 -5.88 -2.93 -1.177
C 3.35 -0.37 -5.95 0.165
O 0.22 -0.07 -4.07 -0.919
N -0.19 -2.63 0.38 0.968
C 1.11 -4.20 -3.98 0.019
N 2.03 -0.38 -5.60 0.049
C 1.46 4.18 2.17 -0.530
C -0.56 3.69 0.94 0.569
C -0.06 -4.79 -0.36 -1.531
C 1.42 0.14 5.28 -1.060
C 2.48 -4.92 -2.13 -0.055
C 1.89 -1.11 5.63 -0.590
N 0.42 2.00 2.34 0.358
H 0.09 -5.60 -1.04 0.750
F 5.58 -0.17 -5.29 -0.310
C -4.75 1.61 1.42 -0.032
C 1.51 -4.06 -2.65 0.256
C -5.84 2.95 3.10 -0.999
O 1.20 8.10 0.45 -0.485
C -0.27 1.69 -2.49 1.081
C 0.66 1.72 3.55 -0.985
H -2.35 3.59 -2.54 0.626
C -0.59 -4.81 0.88 -1.835
C -2.87 1.36 -0.16 0.444
C 0.56 0.48 -2.73 0.747
C -0.13 -4.93 3.84 -0.400
C 0.23 -3.40 -0.66 0.060
Cl -0.20 -6.07 7.65 -0.197
C 0.99 0.37 3.97 0.888
C -0.93 -3.77 3.81 0.840
C 0.42 3.29 1.86 -0.679
C 1.53 5.41 1.54 -0.990
C 0.70 7.04 -0.20 0.587
C 1.00 3.78 -2.69 0.208
C 1.11 -1.66 -2.22 -1.180
H 0.68 -6.54 4.99 0.429
H 1.53 -2.50 2.57 0.849
H -0.72 4.69 -6.01 0.491
Cl 3.38 -7.21 -5.26 -0.198
N -1.99 -0.90 1.69 0.749
H 1.42 0.95 6.00 0.513
H 0.71 2.49 4.33 0.534
C 4.24 -0.19 -3.48 0.111
N 0.44 -0.61 -1.82 -0.095
H -5.94 1.15 -0.30 0.562
C -0.52 3.23 -4.47 0.155
C 1.57 -0.31 -4.28 0.071
H -4.98 -0.47 3.04 0.614
H 2.23 -1.31 6.63 0.484
C 1.47 -1.79 3.38 -0.550
C 0.59 5.78 0.59 0.505
H -1.01 -5.66 1.39 0.925
N 0.99 -0.60 3.06 0.296
C -1.17 -3.03 2.59 0.463
H 2.58 0.62 -0.83 -0.173
H 2.37 1.74 -3.43 0.884
H 2.81 -4.78 -1.12 0.567
C -3.99 -0.80 2.78 -1.503
C 2.05 0.71 -3.25 -1.381
H 1.35 7.94 1.39 0.335
C -2.06 -1.93 2.56 0.210
H 2.73 -2.22 -3.61 0.778
N -1.72 0.91 -0.65 0.039
C -1.37 1.75 -1.68 0.346
C -1.14 -3.97 6.23 -1.390
C 1.93 -2.10 4.66 -1.260
C 3.14 -1.51 -0.47 0.174
C 0.70 5.29 -4.53 0.118
H -3.85 2.21 3.27 0.488
C 0.09 -5.63 5.00 -1.360
H -1.50 -3.59 7.17 0.433
C -2.37 2.81 -1.81 -1.528
H 0.34 -3.55 -4.38 0.576
H 1.44 3.54 -1.74 0.693
Pb 0.04 -0.29 0.65 2.523
C 4.34 -0.24 -4.82 -0.138
C -4.74 2.25 2.66 -0.107
C 1.67 -5.18 -4.78 -1.154
H -1.38 3.02 0.76 -0.045
C 1.31 4.97 -3.32 -1.251
C -0.47 4.91 0.30 -0.542
O 2.49 -1.44 0.58 -0.279
C 3.29 -0.09 -1.25 -0.329
O 3.71 -2.43 -1.02 -0.624
C -3.33 2.52 -0.91 -1.765
H 3.82 -6.53 -2.54 0.431
O 0.39 7.10 -1.35 -0.491
C 0.91 -3.00 -1.80 1.149
C -3.54 0.88 0.99 0.978
C -0.22 4.42 -5.09 -1.058
H 2.37 6.05 1.77 0.407
```

## Properties
- electronic energy (eV) = -148200.39235
- total charge = +1
- Kohn-Sham gap (spin up / spin down) (eV) = 4.704 / 4.723
- F_max (eV/A) = 1.89
- LUMO (spin up / spin down) (eV) = -4.70 / -4.69
- highest occupied orbital energy (spin up / spin down) (hartree) = -0.346 / -0.346

Entry 4:
# C4H4N2O

The molecule C4H4N2O (the ωB97M-V functional and the def2-TZVPD basis, the Open Molecules 2025 dataset).

```
11
Properties=species:S:1:pos:R:3:nbo_charge:R:1
H 3.09 -0.38 -0.24 0.174
N 1.31 -1.44 0.17 -0.652
H -0.83 1.90 0.26 0.301
O -2.68 -0.93 0.02 -0.496
H -2.99 1.04 -0.37 0.116
H 1.88 -2.27 0.30 0.355
C -2.33 0.23 -0.02 0.414
C -1.03 0.79 0.39 -0.545
N 1.37 0.79 -0.36 -0.540
C 0.19 0.70 -0.03 0.614
C 2.02 -0.42 -0.10 0.259
```

## Properties
- electronic energy (eV) = -9236.69310
- total charge = 0
- Kohn-Sham gap (eV) = 9.550
- F_max (eV/A) = 1.51
- LUMO (eV) = 0.19
- highest occupied orbital energy (hartree) = -0.344
- SMILES = [H]/N=C/N=C=CC=O